(1)
101
Properties=species:S:1:pos:R:3:forces:R:3 method="wB97M-V/def2-TZVPD" total_charge=-1 multiplicity=1 orbital_gap_ev=6.13
C -2.00291 5.73791 -3.49338 0.207 -0.688 -0.831
O -2.12840 5.07349 -2.20823 -0.163 2.286 -0.345
C -2.09941 6.15182 -1.23686 0.901 -0.094 1.250
C -2.17063 5.62475 0.26481 -0.165 0.339 -0.225
C -3.41716 4.67915 0.56861 -0.180 -0.339 -1.019
C -3.05330 3.12997 0.62174 -0.034 0.038 0.669
C -1.92324 2.74957 1.68796 -0.233 -0.634 0.224
C -1.77305 1.14255 1.63307 -0.031 0.596 -0.661
C -0.64270 0.71954 0.54033 -1.700 0.359 0.524
C 0.26215 -0.50691 0.99784 -1.946 -0.744 -2.021
P 2.14127 -0.27107 1.16323 0.760 -0.500 3.190
C 2.03481 1.48052 1.93664 0.333 2.203 0.046
C 2.26581 -0.92653 2.99481 0.683 0.677 0.414
C 1.22115 -0.34173 4.00881 2.379 -0.860 2.921
O 1.57386 -0.28968 5.22064 -1.462 0.073 -2.878
C 2.59437 -1.97745 0.40937 0.821 -0.751 -0.983
C 1.81776 -3.29277 0.70138 -0.298 -2.273 -2.953
C 1.07270 -3.75715 -0.69030 0.757 -0.252 0.084
O 0.82828 -3.44911 1.72148 -0.179 0.628 0.219
P 2.23511 0.61535 -0.91111 0.686 0.425 -1.037
S 4.13006 0.68803 -1.47567 0.229 0.167 -0.313
H -2.95702 6.29144 -3.79172 1.109 -0.732 0.466
H -1.14335 6.47833 -3.50421 -0.909 -0.753 0.183
H -1.75396 4.94656 -4.27369 -0.532 0.973 1.015
H -2.89492 6.94388 -1.41201 0.616 -1.052 -0.062
H -1.07839 6.65515 -1.35407 -1.293 -0.353 0.180
H -1.16459 5.13567 0.48597 -1.476 0.512 -0.112
H -2.27362 6.54921 0.93164 0.385 -1.135 -0.953
H -4.00049 5.00014 1.49991 1.094 -0.502 -1.088
H -4.15089 4.81044 -0.30231 0.873 -0.117 1.145
H -2.75134 2.69793 -0.39441 -0.275 0.921 1.250
H -4.00185 2.55682 0.91234 1.225 0.776 -0.309
H -0.92148 3.25890 1.47073 -1.368 -0.808 0.128
H -2.19124 3.07755 2.75251 0.026 -0.341 -1.474
H -1.60665 0.67069 2.64556 0.061 0.653 -1.047
H -2.79608 0.76844 1.27644 1.424 0.248 0.581
H -0.11592 1.68286 0.28807 -0.092 -1.247 0.301
H -1.26809 0.46749 -0.38968 1.173 0.161 1.082
H 0.14427 -1.22226 0.09810 0.363 0.727 1.330
H -0.25989 -1.05873 1.83747 0.739 0.752 -0.655
H 3.58705 -0.03108 1.19229 -0.280 0.107 -0.340
H 2.37168 2.23813 1.13866 -0.509 -0.822 1.108
H 1.04127 1.83707 2.32711 0.714 -0.265 -0.330
H 2.79130 1.62204 2.78658 -0.980 -0.447 -1.157
H 3.25987 -0.46568 3.35130 -1.455 -0.601 -0.337
H 2.46832 -2.03497 3.07619 -0.924 1.055 0.145
H 0.19967 0.09037 3.78604 0.940 -0.548 -0.437
H 2.59047 -1.81503 -0.73024 0.039 -0.531 1.492
H 3.70629 -2.17592 0.61957 -1.590 0.523 -0.013
H 2.57500 -4.14245 0.87029 -0.999 1.306 0.187
H 0.78509 -2.84467 -1.30155 0.024 -1.137 0.790
H 0.18460 -4.44100 -0.46078 1.079 0.995 -0.356
H 1.79802 -4.35817 -1.34421 -0.923 0.856 0.884
H -0.05335 -3.23515 1.35492 0.901 0.048 0.216
H 1.68940 1.93566 -0.97332 -0.236 -0.526 -0.378
H 1.52417 -0.19277 -1.86088 -0.273 0.590 0.237
C 5.03463 -7.29237 0.89390 0.106 0.012 0.103
C 4.65980 -6.55645 -0.38179 0.057 0.022 0.079
O 5.40852 -5.36978 -0.59269 -0.062 0.109 -0.033
C 6.81459 -5.52325 -0.70561 -0.049 -0.004 -0.013
C 7.23724 -6.41910 -1.85753 -0.063 -0.103 -0.096
H 4.90893 -6.63922 1.76205 -0.047 -0.052 -0.091
H 4.40342 -8.17523 1.02319 0.006 0.078 -0.010
H 6.07424 -7.62483 0.88287 -0.029 -0.074 -0.037
H 3.61248 -6.25258 -0.31749 0.115 0.180 -0.060
H 4.73924 -7.21441 -1.25357 0.043 -0.089 0.008
H 7.23325 -5.87707 0.24280 0.037 -0.089 -0.018
H 7.22227 -4.52230 -0.86779 -0.238 -0.009 0.052
H 6.86132 -7.43777 -1.74350 0.084 -0.006 0.043
H 8.32703 -6.46871 -1.91950 -0.053 0.028 0.008
H 6.85046 -6.03170 -2.80368 0.046 0.019 0.072
C -1.28696 -2.32258 6.86606 -0.085 -0.129 0.030
C -1.73430 -1.04581 6.17592 0.106 -0.065 0.019
O -2.92608 -1.19945 5.41278 -0.186 0.011 -0.151
C -4.08170 -1.60680 6.12687 0.131 0.054 -0.035
C -4.48624 -0.64220 7.22863 0.033 0.106 0.091
H -1.13314 -3.11924 6.13251 0.050 0.104 0.037
H -0.35156 -2.15474 7.40461 -0.034 0.027 -0.120
H -2.02723 -2.67902 7.58567 0.026 0.040 0.068
H -0.95712 -0.73433 5.47785 -0.185 -0.008 -0.002
H -1.84816 -0.22838 6.89499 -0.010 -0.024 0.073
H -3.94466 -2.61970 6.52092 -0.005 0.008 0.109
H -4.89191 -1.66783 5.39504 0.186 0.038 -0.083
H -3.71353 -0.54742 7.99355 -0.050 -0.073 0.015
H -5.40154 -0.98595 7.71698 0.030 0.010 -0.042
H -4.66288 0.35493 6.81682 -0.011 -0.079 -0.002
C -4.58484 3.50430 -7.45469 -0.004 -0.095 0.099
C -3.46376 4.32459 -8.07096 -0.021 -0.095 0.069
O -2.21514 4.16164 -7.41607 0.067 0.200 0.058
C -1.68135 2.84448 -7.39286 0.008 -0.066 -0.033
C -1.43560 2.26455 -8.77500 -0.045 0.049 -0.137
H -4.70742 3.75838 -6.39799 0.001 0.014 -0.103
H -5.52683 3.69669 -7.97447 0.063 0.021 0.034
H -4.38568 2.43304 -7.51209 -0.041 0.013 -0.071
H -3.71846 5.38390 -7.99182 0.205 -0.021 0.073
H -3.36180 4.11056 -9.13977 -0.041 -0.080 -0.032
H -2.32428 2.18711 -6.79839 -0.023 -0.043 -0.059
H -0.72865 2.90651 -6.86103 -0.140 0.185 0.005
H -2.35854 2.17329 -9.35098 0.004 -0.088 0.043
H -0.99039 1.27031 -8.69526 -0.011 0.070 0.023
H -0.75759 2.90674 -9.34326 -0.008 -0.051 0.068

***

(2)
26
Properties=species:S:1:pos:R:3:forces:R:3 method="wB97M-V/def2-TZVPD" total_charge=-1 multiplicity=1 orbital_gap_ev="3.05 / 3.05"
C -1.74878 1.86589 0.84568 0.786 -0.338 0.005
Sn 0.34732 -0.50211 -0.54791 -1.144 2.439 -0.512
N 1.80465 -2.09885 -0.68184 1.840 -1.029 -0.919
H 0.56792 0.33554 -2.06882 0.801 0.188 -1.545
H 2.66057 -1.54147 -0.69874 -0.281 -0.599 0.182
H -2.09826 1.05631 0.23979 -0.462 -0.470 -0.572
H -1.83428 2.79154 0.27831 -0.060 0.120 0.258
H -0.68094 1.57934 0.98481 -0.637 0.571 0.292
H -2.33077 1.82627 1.76486 0.161 0.373 0.179
H 1.75879 -2.67641 0.15681 -0.016 0.239 -0.159
H 1.74486 -2.66252 -1.53142 0.056 -0.028 0.311
S -0.68639 -1.61778 1.54236 -0.363 0.213 3.482
C -0.28135 -0.62597 2.92877 -0.134 -3.485 -0.931
N -1.28816 -0.23812 3.72910 -0.868 1.127 0.998
C -1.12298 0.44092 5.03412 -0.512 -0.628 -0.938
C 0.26097 1.03301 5.09545 0.022 0.520 -0.093
C 1.35144 0.08814 4.66183 -0.075 -0.618 -1.038
N 0.99408 -0.45083 3.32932 0.232 0.568 0.896
H -2.20701 -0.57381 3.43600 0.621 0.260 0.182
H -1.29801 -0.27536 5.86243 0.066 0.246 -0.259
H -1.87254 1.24639 5.08647 0.173 -0.267 0.212
H 0.45825 1.42956 6.08195 0.083 -0.001 0.402
H 0.28865 1.88090 4.41909 -0.015 0.215 -0.215
H 1.49857 -0.72589 5.40141 -0.029 0.266 -0.284
H 2.28505 0.65384 4.54063 -0.064 -0.241 0.168
H 1.69145 -0.96063 2.79384 -0.181 0.361 -0.104

***

(3)
108
Properties=species:S:1:pos:R:3:forces:R:3 method="wB97M-V/def2-TZVPD" multiplicity=1 orbital_gap_ev=7.58
Ni -0.07200 0.59636 -0.71499 0.903 -0.045 -0.385
C -0.50147 3.79733 -2.47409 0.058 -0.013 -0.089
Si -0.24384 2.78482 -0.90458 -0.092 0.260 0.166
C 1.35983 3.57498 -0.21034 0.057 -0.096 -0.068
C 1.63066 4.94915 -0.19030 0.017 0.080 0.015
C 2.86415 5.43723 0.20668 -0.026 -0.001 -0.023
C 3.88239 4.55982 0.57225 -0.004 -0.031 -0.002
C 3.64435 3.19833 0.55214 0.000 0.048 0.015
C 2.38788 2.71826 0.17583 0.037 -0.073 0.120
P 2.02191 0.92856 0.16290 -0.353 0.191 0.019
C 3.44147 0.33250 -0.83835 -0.047 -0.025 -0.069
C 4.57270 -0.30622 -0.33854 -0.039 0.011 -0.017
C 5.63158 -0.62222 -1.18172 0.006 -0.011 -0.059
C 5.57790 -0.29882 -2.52928 0.002 -0.011 0.046
C 4.45436 0.34170 -3.03569 -0.031 0.038 0.006
C 3.39579 0.64799 -2.19641 -0.003 0.081 -0.091
C 2.45379 0.41072 1.85928 0.095 -0.042 -0.017
C 2.68680 -0.94348 2.10506 -0.061 0.036 0.040
C 2.98174 -1.39335 3.38076 -0.043 -0.025 0.042
C 3.02574 -0.49387 4.43732 0.000 -0.030 0.023
C 2.77235 0.84826 4.20839 0.018 0.080 -0.058
C 2.49118 1.30309 2.92617 0.037 -0.077 0.026
C -1.66667 3.35682 0.25735 -0.022 0.035 -0.047
C -1.91682 4.73135 0.30420 0.000 0.010 -0.025
C -2.94759 5.27387 1.05681 -0.006 0.019 -0.004
C -3.78048 4.43936 1.78333 0.000 -0.047 -0.005
C -3.55468 3.07153 1.76986 0.072 0.052 -0.058
C -2.49703 2.52914 1.03545 -0.040 -0.043 0.051
P -2.26009 0.72191 0.92112 0.082 -0.057 -0.010
C -3.30425 0.02964 2.25583 -0.092 0.051 0.014
C -3.22701 0.41221 3.59821 -0.047 -0.032 -0.032
C -3.96646 -0.26029 4.55780 0.031 0.039 0.024
C -4.79177 -1.31758 4.18984 -0.009 -0.021 -0.011
C -4.87284 -1.70817 2.86181 0.016 0.012 0.018
C -4.12310 -1.04086 1.90109 -0.046 0.013 0.022
C -1.08518 0.85016 -2.32945 -0.292 0.035 -0.084
C -0.36701 0.62525 -3.51643 -0.009 0.004 0.024
C -0.98395 0.56895 -4.75883 0.013 -0.006 -0.009
C -2.35401 0.76991 -4.87260 0.008 -0.008 0.008
C -3.08453 1.03533 -3.72486 -0.006 0.015 0.008
C -2.45626 1.07699 -2.48516 0.037 -0.006 0.028
H -0.34374 4.86380 -2.28675 -0.007 -0.066 -0.017
H -1.50222 3.65742 -2.88395 0.011 -0.008 0.002
H 0.21546 3.48616 -3.23979 -0.019 0.025 0.033
H 0.87357 5.66172 -0.50003 0.016 -0.052 0.018
H 3.04311 6.50618 0.21536 0.001 -0.025 0.003
H 4.85420 4.94093 0.86264 -0.028 -0.014 -0.008
H 4.43078 2.50318 0.82605 -0.002 0.014 0.006
H 4.64230 -0.55626 0.71158 0.020 0.039 -0.028
H 6.50473 -1.11924 -0.77561 -0.019 0.012 -0.017
H 6.40710 -0.54211 -3.18241 -0.011 0.004 0.016
H 4.40084 0.60453 -4.08551 0.008 -0.005 0.020
H 2.52461 1.15938 -2.59913 0.063 -0.025 0.065
H 2.65192 -1.64684 1.28430 -0.016 -0.041 -0.015
H 3.16615 -2.44740 3.55290 -0.001 0.023 -0.011
H 3.24422 -0.84216 5.43948 -0.005 0.007 -0.025
H 2.78274 1.55010 5.03312 0.002 -0.010 -0.023
H 2.28767 2.35197 2.76248 -0.012 0.041 0.005
H -1.30576 5.40713 -0.28377 -0.019 -0.040 0.021
H -3.11087 6.34517 1.05682 0.002 -0.023 0.006
H -4.60402 4.84553 2.35710 0.007 -0.003 -0.003
H -4.21569 2.42770 2.32990 -0.029 -0.059 0.049
H -2.56869 1.22039 3.88979 0.005 0.034 0.009
H -3.89591 0.03753 5.59775 -0.006 -0.017 -0.047
H -5.36544 -1.84207 4.94455 0.010 0.014 -0.019
H -5.50515 -2.53906 2.57458 0.013 0.016 0.004
H -4.15848 -1.36895 0.86755 -0.010 0.018 0.040
H 0.71119 0.49464 -3.47548 -0.062 0.011 -0.018
H -0.38759 0.37877 -5.64506 -0.019 -0.001 0.019
H -2.83857 0.73307 -5.84069 0.012 -0.001 0.021
H -4.15282 1.21349 -3.79115 0.028 0.000 0.004
H -3.06200 1.29398 -1.60933 -0.017 -0.002 -0.040
O -0.11936 -0.02820 3.71509 0.349 0.161 1.057
C -0.49850 -0.34105 2.63452 -0.033 -0.304 -0.681
O -0.74559 0.61987 1.72366 -0.359 0.264 -0.084
C -0.72911 -1.78520 2.27870 -0.026 -0.138 -0.049
C -1.06166 -2.54690 3.40400 -0.001 0.003 0.027
C -1.31920 -3.89866 3.32002 -0.006 -0.019 0.026
C -1.22381 -4.52841 2.08928 0.005 0.006 -0.017
C -0.89252 -3.78674 0.97116 -0.087 0.025 0.027
C -0.64839 -2.40868 1.02036 -0.048 -0.017 -0.037
P -0.25918 -1.62332 -0.62231 -0.123 -0.264 0.107
C 1.25511 -2.51300 -1.13871 0.085 -0.001 0.105
C 1.75436 -2.21745 -2.40917 0.036 0.001 0.067
C 2.95298 -2.75899 -2.84030 0.005 -0.069 -0.032
C 3.67868 -3.60257 -2.00763 -0.013 0.018 -0.046
C 3.18298 -3.91834 -0.75393 -0.021 -0.009 0.040
C 1.97369 -3.38256 -0.32466 -0.005 -0.100 -0.036
C -1.52734 -2.45496 -1.66363 0.081 -0.109 -0.074
C -1.25725 -3.57919 -2.44524 0.070 0.097 0.004
C -2.26410 -4.19244 -3.17686 -0.030 -0.010 -0.019
C -3.55777 -3.69237 -3.13841 0.014 -0.009 -0.012
C -3.83545 -2.57054 -2.37092 0.004 0.008 -0.002
C -2.82596 -1.95533 -1.64648 -0.038 -0.031 0.005
H -1.12090 -2.03811 4.35603 0.004 0.008 -0.015
H -1.59001 -4.45458 4.20834 0.002 -0.001 -0.006
H -1.40961 -5.59094 1.99396 -0.002 0.013 -0.001
H -0.82387 -4.29742 0.02199 -0.013 -0.012 -0.086
H 1.19718 -1.55726 -3.06238 -0.011 0.031 -0.003
H 3.32795 -2.51333 -3.82638 -0.004 -0.003 0.034
H 4.62463 -4.01294 -2.33885 -0.018 0.014 0.001
H 3.73555 -4.58324 -0.10072 -0.017 0.008 -0.018
H 1.58771 -3.66291 0.64746 0.075 0.080 0.015
H -0.25116 -3.97678 -2.49516 -0.024 -0.020 0.018
H -2.03437 -5.06211 -3.78103 -0.002 0.027 0.021
H -4.34274 -4.17043 -3.71187 0.017 0.018 0.017
H -4.83774 -2.16009 -2.34739 0.014 -0.007 -0.002
H -3.03847 -1.07013 -1.06775 -0.016 0.065 0.029

***

(4)
53
Properties=species:S:1:pos:R:3:forces:R:3 method="wB97M-V/def2-TZVPD" e_above_lowest_kcal_mol=18.90 multiplicity=1 orbital_gap_ev=9.45
C -18.14729 2.89145 12.77570 -0.288 -0.171 0.598
Br -17.31988 4.40363 13.68060 -0.342 -0.355 -0.399
Br -20.05465 2.70691 13.30557 1.128 -0.072 -0.173
Br -17.06163 1.27404 13.16443 -1.028 0.787 -0.442
H -18.19466 3.07891 11.70299 0.360 -0.173 0.289
C -13.98091 -1.84818 18.76159 1.201 -0.759 0.267
Br -13.05154 -1.58426 17.05198 -0.571 -0.103 0.829
Br -13.19413 -3.55823 19.58454 -0.835 1.497 -0.509
Br -15.87595 -1.83995 18.70032 0.008 -0.228 -0.262
H -13.71066 -0.99531 19.38422 0.231 -0.501 -0.036
C -16.92247 -4.87790 7.99798 0.226 -0.176 0.067
Br -16.25256 -3.94476 9.60650 0.119 -1.147 -1.022
Br -16.67866 -6.86668 8.03603 -0.027 1.575 0.066
Br -16.21059 -4.12017 6.28242 -0.641 -0.660 1.171
H -17.99687 -4.70085 8.04716 0.311 -0.130 -0.427
C -12.67980 2.90420 15.16668 -1.477 -0.893 -0.776
Br -14.56561 2.47282 15.74852 1.191 0.672 0.066
Br -12.79577 3.66468 13.37377 0.154 0.221 0.684
Br -11.82335 1.19008 14.99637 0.660 0.235 0.232
H -12.15114 3.54154 15.87548 -0.322 -0.109 -0.214
C -16.34424 -0.46510 9.52665 -1.384 -0.874 -0.473
C -17.07434 -1.16922 8.36686 0.579 -1.061 -0.496
O -17.74729 -0.19221 7.61014 -0.134 1.532 -0.336
S -17.07505 1.27265 7.73874 -0.157 -1.426 0.600
O -18.15247 2.19529 7.96305 1.403 -0.505 -0.093
O -16.12441 1.46440 6.67094 -0.846 0.018 1.297
O -16.30212 0.89867 9.16102 -0.218 1.638 -1.182
H -15.35795 -0.86279 9.76578 -0.162 0.238 -0.351
H -17.03717 -0.63384 10.35094 0.412 0.642 0.579
H -17.83881 -1.86172 8.71918 0.084 0.207 0.054
H -16.41654 -1.72196 7.69613 0.176 0.114 0.126
C -13.09923 -2.35012 6.22620 0.623 0.256 -0.524
C -13.75313 -0.94234 6.09035 -0.539 -0.798 1.200
O -13.91494 -0.60393 7.46895 0.793 -0.032 2.067
S -12.59637 -1.08393 8.36667 0.359 1.965 -1.577
O -12.95666 -1.50077 9.68286 -0.553 -0.442 -0.849
O -11.59837 -0.04079 8.29352 -0.919 -1.353 -0.319
O -12.24882 -2.29972 7.37287 1.152 1.446 1.808
H -12.43153 -2.50951 5.37952 -0.248 -0.449 -0.029
H -13.64531 -3.22684 6.57441 -1.126 0.377 -1.442
H -14.76841 -0.90194 5.69578 0.103 -0.424 -0.175
H -13.18772 -0.14975 5.60024 0.495 -0.434 -0.107
C -14.37365 -0.82829 12.51911 2.667 1.321 -2.065
C -14.43286 -1.05469 13.98688 -0.542 0.301 1.312
O -14.72752 -2.45259 14.14184 -0.633 -1.066 -1.102
S -15.80300 -2.80438 13.00328 -2.049 0.301 -0.823
O -17.11825 -2.28189 13.40926 2.717 -0.875 -0.808
O -15.72585 -4.16656 12.50632 0.442 2.277 1.124
O -15.14015 -1.74985 11.85294 -3.143 -3.891 1.273
H -13.40413 -1.05285 12.07445 0.682 0.458 0.661
H -14.66467 0.11876 12.06469 0.020 0.549 1.004
H -15.26357 -0.50873 14.43404 0.119 0.174 0.247
H -13.52593 -0.90993 14.57393 -0.230 0.305 -0.607